The following is a DFT calculation (wB97M-V/def2-TZVPD) of 3 unconnected molecules or ions with the total composition C34H52IN6O7PS3.

Results
SMILES: CCP(C)[C@]1(O)[C@](N)(CC(N)(N)N)[C@](CCCOC)(CC(=O)O)[C@](I)(CCCSC(=S)n2ccnc2)OS1(=O)=O.c1ccccc1.c1ccccc1
HOMO level: -0.31798 Eh
Orbital gap: 7.813 eV
Electronic energy: -109266.7135 eV
E_LUMO: -0.839 eV

Structure (XYZ):
```
104
C34H52IN6O7PS3 | the Open Molecules 2025 dataset | wB97M-V/def2-TZVPD
C 8.12 3.74 1.51
C 6.84 3.24 0.81
P 6.34 1.68 1.61
C 6.08 2.25 3.34
C 4.56 1.13 1.19
O 4.23 0.25 2.25
C 4.36 0.40 -0.17
N 5.40 -0.63 -0.17
C 4.85 1.23 -1.43
C 4.28 2.45 -2.23
N 4.45 2.03 -3.65
N 2.93 2.87 -2.02
N 5.11 3.63 -1.96
C 2.87 -0.30 -0.30
C 2.92 -1.74 0.28
C 1.62 -2.57 0.43
C 1.90 -4.05 0.16
O 0.72 -4.81 0.18
C 0.36 -5.29 1.45
C 2.74 -0.51 -1.85
C 1.74 -1.51 -2.44
O 2.03 -2.67 -2.62
O 0.57 -0.97 -2.89
C 1.75 0.60 0.35
I 1.01 0.01 2.37
C 0.48 0.67 -0.49
C -0.61 1.65 -0.02
C -1.92 0.90 0.21
S -3.04 2.02 1.09
C -4.42 0.92 1.37
S -4.40 -0.23 2.50
N -5.53 1.15 0.55
C -5.75 2.26 -0.25
C -6.93 2.02 -0.86
N -7.46 0.81 -0.47
C -6.61 0.31 0.37
O 2.13 1.97 0.50
S 3.37 2.49 1.35
O 3.00 2.62 2.72
O 3.84 3.64 0.66
H 7.87 4.35 2.38
H 8.74 2.92 1.88
H 8.70 4.36 0.83
H 7.06 3.05 -0.23
H 6.08 4.02 0.87
H 5.74 1.43 3.97
H 5.37 3.07 3.41
H 7.05 2.58 3.71
H 5.02 -0.25 2.49
H 5.33 -1.27 -0.94
H 5.52 -1.11 0.70
H 5.05 0.46 -2.18
H 5.85 1.53 -1.14
H 5.40 1.72 -3.83
H 4.24 2.82 -4.24
H 2.67 3.60 -2.67
H 2.23 2.15 -1.99
H 4.55 4.44 -1.74
H 5.72 3.82 -2.74
H 3.52 -2.32 -0.43
H 3.46 -1.78 1.22
H 1.27 -2.51 1.45
H 0.79 -2.24 -0.20
H 2.57 -4.40 0.96
H 2.42 -4.20 -0.78
H -0.48 -5.97 1.32
H 0.07 -4.48 2.13
H 1.19 -5.85 1.91
H 2.65 0.42 -2.40
H 3.68 -0.97 -2.14
H -0.16 -1.57 -2.67
H 0.75 0.92 -1.51
H 0.07 -0.34 -0.50
H -0.79 2.38 -0.81
H -0.33 2.23 0.86
H -2.38 0.66 -0.75
H -1.76 0.00 0.81
H -5.10 3.11 -0.32
H -7.43 2.67 -1.57
H -6.75 -0.64 0.87
C -3.28 -0.40 -3.28
C -4.05 -1.01 -2.30
C -4.13 -2.40 -2.25
C -3.43 -3.16 -3.17
C -2.67 -2.55 -4.15
C -2.59 -1.16 -4.21
H -3.21 0.69 -3.31
H -4.58 -0.41 -1.57
H -4.73 -2.88 -1.49
H -3.49 -4.24 -3.13
H -2.13 -3.15 -4.88
H -1.99 -0.68 -4.97
C -9.56 -1.03 2.15
C -10.03 -2.33 2.01
C -10.40 -3.06 3.13
C -10.29 -2.49 4.39
C -9.81 -1.20 4.54
C -9.45 -0.47 3.42
H -9.28 -0.45 1.28
H -10.12 -2.77 1.02
H -10.77 -4.07 3.02
H -10.58 -3.06 5.27
H -9.73 -0.76 5.52
H -9.08 0.54 3.53
```

Löwdin atomic charge list, values in e, 6 entries: number 1, C, carries -0.168; number 2, C, carries -0.431; number 3, P, carries 1.030; number 4, C, carries -0.263; number 5, C, carries -0.583; number 6, O, carries -0.146